Entry 1:
{"formula": "C9H44N18O13", "method": "ωB97M-V/def2-TZVPD", "species": ["O", "H", "H", "O", "H", "H", "O", "H", "H", "O", "H", "H", "C", "O", "N", "N", "H", "H", "H", "H", "C", "O", "N", "N", "H", "H", "H", "H", "C", "O", "N", "N", "H", "H", "H", "H", "C", "O", "N", "N", "H", "H", "H", "H", "C", "O", "N", "N", "H", "H", "H", "H", "C", "O", "N", "N", "H", "H", "H", "H", "C", "O", "N", "N", "H", "H", "H", "H", "C", "O", "N", "N", "H", "H", "H", "H", "C", "O", "N", "N", "H", "H", "H", "H"], "positions_angstrom": [[-2.49, 2.39, 0.85], [-2.94, 1.92, 1.53], [-1.62, 2.71, 1.17], [5.41, -0.79, 2.27], [6.33, -0.64, 2.30], [4.98, 0.07, 2.50], [1.34, -1.04, -7.37], [2.26, -1.22, -7.12], [0.90, -1.89, -7.05], [0.03, 4.38, -3.70], [0.86, 4.30, -3.26], [-0.24, 5.32, -3.58], [-2.28, -0.65, 1.83], [-2.99, -1.27, 1.08], [-2.82, 0.29, 2.61], [-0.96, -0.88, 1.94], [-3.82, 0.24, 2.64], [-2.44, 0.56, 3.56], [-0.47, -1.13, 1.07], [-0.34, -0.28, 2.44], [2.80, -0.34, 4.70], [3.14, 0.54, 3.93], [1.52, -0.46, 5.17], [3.59, -1.40, 4.97], [0.75, 0.03, 4.79], [1.33, -1.37, 5.50], [4.54, -1.25, 4.60], [3.46, -2.14, 5.64], [-1.23, -1.71, -5.53], [-0.48, -2.52, -6.00], [-1.44, -0.42, -6.12], [-2.04, -2.03, -4.45], [-0.58, -0.18, -6.58], [-1.75, 0.21, -5.39], [-1.72, -2.82, -3.88], [-2.54, -1.37, -3.84], [2.11, -1.14, 0.45], [0.96, -1.23, -0.03], [2.43, -1.63, 1.68], [3.19, -0.65, -0.28], [3.34, -1.49, 2.07], [1.66, -1.97, 2.22], [4.10, -1.02, 0.05], [3.02, -0.35, -1.27], [-1.01, 2.27, 5.15], [-0.73, 1.16, 4.58], [-0.86, 3.45, 4.43], [-1.60, 2.27, 6.39], [-0.35, 3.32, 3.54], [-0.41, 4.23, 4.94], [-2.01, 3.10, 6.73], [-1.91, 1.35, 6.65], [-2.43, -4.24, -0.52], [-2.13, -5.29, -1.10], [-1.73, -3.07, -0.95], [-3.39, -4.12, 0.47], [-1.68, -2.37, -0.20], [-0.88, -3.45, -1.32], [-3.66, -4.91, 1.08], [-3.36, -3.22, 0.97], [1.55, -0.06, -3.39], [2.22, 0.66, -2.63], [1.67, -0.01, -4.79], [0.69, -0.97, -2.87], [1.18, -0.72, -5.32], [2.35, 0.63, -5.15], [0.38, -0.67, -1.96], [0.02, -1.44, -3.42], [0.86, 2.32, 1.02], [0.01, 3.04, 1.62], [1.88, 1.76, 1.66], [0.82, 2.18, -0.31], [2.01, 1.79, 2.67], [2.60, 1.47, 0.99], [1.52, 1.78, -0.92], [0.02, 2.66, -0.72], [-2.50, 1.04, -2.42], [-2.52, 0.66, -3.58], [-3.30, 0.41, -1.49], [-1.78, 2.04, -1.96], [-3.18, 0.56, -0.54], [-3.63, -0.49, -1.75], [-2.10, 2.45, -1.08], [-1.50, 2.74, -2.61]], "gap_ev": 9.1744, "de_lowest_kj_mol": 0.0}

Entry 2:
{"formula": "C3FeLi2O3", "method": "ωB97M-V/def2-TZVPD", "species": ["O", "C", "O", "Li", "Li", "C", "C", "O", "Fe"], "positions_angstrom": [[1.26, -0.57, 2.08], [1.34, -0.55, 0.85], [2.25, -0.20, 0.09], [1.55, 0.37, -1.59], [-0.65, -0.55, 2.51], [-0.19, -0.57, 0.17], [-1.06, -0.09, -0.55], [-1.58, 0.69, -1.40], [-2.91, 1.48, -2.16]], "gap_ev": [6.7379, 6.2183], "multiplicity": 5, "s2": 6.018, "total_charge": 2}

Entry 3:
{"formula": "C9H11NO3", "method": "ωB97M-V/def2-TZVPD", "species": ["N", "C", "C", "O", "C", "C", "C", "O", "C", "O", "C", "C", "C", "H", "H", "H", "H", "H", "H", "H", "H", "H", "H", "H"], "positions_angstrom": [[-3.71, 0.59, 0.00], [-2.31, 0.22, -0.31], [-1.95, -1.23, 0.18], [-0.70, -1.73, -0.19], [0.32, -0.81, -0.23], [1.64, -1.44, -0.05], [2.76, -0.69, -0.11], [3.98, -1.17, -0.09], [2.58, 0.74, 0.04], [3.64, 1.52, -0.19], [1.28, 1.39, 0.08], [0.09, 0.59, -0.06], [-1.26, 1.30, 0.05], [-3.90, -0.19, 0.63], [-4.28, 0.43, -0.81], [-2.01, 0.20, -1.36], [-1.98, -1.49, 1.35], [-2.75, -1.85, -0.32], [1.69, -2.47, 0.13], [4.19, -1.00, 0.79], [4.35, 0.84, -0.19], [1.35, 2.38, 0.44], [-1.57, 1.76, 1.00], [-1.45, 2.07, -0.79]], "gap_ev": 8.1082, "de_lowest_kj_mol": 334.3}

Entry 4:
{"formula": "CH2F3N2", "method": "ωB97M-V/def2-TZVPD", "species": ["C", "N", "N", "F", "F", "F", "H", "H"], "positions_angstrom": [[-0.83, -0.02, 0.20], [0.80, -0.36, 0.07], [-1.36, 0.92, -0.41], [-1.30, -0.82, 0.94], [1.16, -1.63, 0.34], [-0.61, 1.68, -1.20], [1.02, 0.00, -0.86], [1.12, 0.23, 0.92]], "gap_ev": [7.5752, 8.0176], "multiplicity": 3, "de_lowest_kj_mol": 385.9, "s2": 2.006, "total_charge": 1}